{
  "formula": "C50H95Cl2N12O14PS",
  "method": "ωB97M-V/def2-TZVPD",
  "species": ["C", "C", "C", "C", "N", "C", "C", "C", "C", "C", "C", "C", "O", "C", "C", "O", "C", "C", "C", "C", "N", "C", "O", "C", "N", "C", "C", "C", "C", "C", "S", "O", "O", "Cl", "N", "C", "C", "P", "O", "Cl", "H", "H", "H", "H", "H", "H", "H", "H", "H", "H", "H", "H", "H", "H", "H", "H", "H", "H", "H", "H", "H", "H", "H", "H", "H", "H", "H", "H", "H", "H", "H", "H", "H", "H", "H", "H", "H", "H", "H", "C", "C", "O", "N", "C", "H", "H", "H", "H", "H", "H", "H", "C", "C", "O", "N", "C", "H", "H", "H", "H", "H", "H", "H", "C", "C", "O", "N", "C", "H", "H", "H", "H", "H", "H", "H", "C", "C", "O", "N", "C", "H", "H", "H", "H", "H", "H", "H", "C", "C", "O", "N", "C", "H", "H", "H", "H", "H", "H", "H", "C", "C", "O", "N", "C", "H", "H", "H", "H", "H", "H", "H", "C", "C", "O", "N", "C", "H", "H", "H", "H", "H", "H", "H", "C", "C", "O", "N", "C", "H", "H", "H", "H", "H", "H", "H"],
  "xyz": [[-4.925, -0.581, -2.603], [-3.647, -1.494, -2.575], [-3.286, -2.028, -1.112], [-3.120, -0.889, -0.033], [-1.726, -0.600, 0.397], [-0.752, -0.713, -0.621], [0.278, -1.834, -0.514], [0.302, -2.820, 0.717], [0.908, -2.175, 2.041], [1.174, -0.625, 1.967], [1.906, -0.025, 3.266], [1.536, 1.525, 3.259], [2.656, 2.365, 3.586], [2.290, 3.717, 3.229], [1.297, -2.042, -1.562], [2.156, -3.117, -1.395], [3.532, -2.724, -1.244], [3.807, -1.625, -0.151], [3.832, -0.136, -0.692], [1.362, -1.144, -2.785], [2.345, -1.454, -3.717], [2.275, -0.538, -4.714], [3.257, -0.669, -5.755], [3.338, -1.995, -6.066], [3.190, -3.061, -6.507], [1.319, 0.585, -4.869], [1.364, 1.533, -6.126], [0.968, 2.975, -5.620], [1.847, 3.494, -4.408], [1.497, 5.037, -4.239], [2.005, 5.736, -2.616], [2.881, 6.904, -2.856], [0.787, 6.243, -1.934], [2.935, 4.358, -1.393], [0.348, 0.824, -3.944], [0.378, -0.044, -2.859], [-0.672, 0.200, -1.797], [-1.914, 1.602, -1.864], [-2.250, 2.105, -0.255], [-0.986, 3.356, -2.676], [-4.729, 0.418, -2.107], [-5.260, -0.324, -3.649], [-5.809, -1.015, -2.061], [-3.916, -2.427, -3.156], [-2.771, -1.046, -3.105], [-4.203, -2.614, -0.804], [-2.450, -2.776, -1.130], [-3.667, -1.253, 0.899], [-3.652, 0.065, -0.314], [-1.466, -1.076, 1.254], [-0.792, -3.015, 0.933], [0.740, -3.803, 0.429], [1.838, -2.759, 2.306], [0.184, -2.368, 2.880], [0.218, -0.033, 1.883], [1.804, -0.305, 1.094], [3.008, -0.205, 3.266], [1.429, -0.542, 4.138], [1.252, 1.776, 2.190], [0.636, 1.755, 3.895], [2.932, 4.161, 2.423], [2.407, 4.342, 4.166], [1.224, 3.835, 2.905], [4.035, -2.398, -2.191], [4.083, -3.651, -0.911], [4.846, -1.830, 0.245], [3.115, -1.800, 0.710], [4.678, 0.404, -0.179], [2.856, 0.401, -0.604], [4.130, -0.197, -1.780], [0.613, 1.244, -6.907], [2.395, 1.542, -6.554], [-0.104, 2.963, -5.268], [1.042, 3.748, -6.427], [1.681, 2.917, -3.463], [2.933, 3.423, -4.674], [0.387, 5.166, -4.329], [2.065, 5.611, -5.021], [-2.534, 3.031, -0.393], [8.564, 3.129, -1.237], [7.139, 3.575, -1.443], [6.309, 2.862, -1.988], [6.791, 4.813, -1.000], [7.625, 5.794, -0.337], [8.689, 2.127, -1.640], [9.248, 3.801, -1.760], [8.801, 3.107, -0.172], [5.823, 5.042, -1.172], [7.189, 6.017, 0.639], [7.633, 6.706, -0.937], [8.644, 5.443, -0.204], [-8.957, 1.170, -4.816], [-7.870, 0.147, -5.023], [-6.685, 0.419, -4.879], [-8.241, -1.109, -5.381], [-9.578, -1.618, -5.600], [-8.507, 2.120, -4.535], [-9.520, 1.313, -5.740], [-9.625, 0.853, -4.014], [-7.458, -1.741, -5.502], [-9.752, -2.447, -4.911], [-9.645, -1.990, -6.624], [-10.337, -0.856, -5.444], [-4.796, 3.269, 4.655], [-4.317, 2.228, 3.676], [-3.834, 1.165, 4.040], [-4.435, 2.501, 2.349], [-4.974, 3.691, 1.725], [-4.637, 2.908, 5.669], [-4.234, 4.195, 4.524], [-5.863, 3.453, 4.516], [-4.091, 1.759, 1.754], [-5.814, 3.400, 1.090], [-4.198, 4.138, 1.100], [-5.312, 4.420, 2.456], [3.922, 7.249, 6.842], [3.679, 5.932, 6.151], [3.379, 5.863, 4.968], [3.801, 4.795, 6.887], [4.144, 4.669, 8.289], [3.787, 8.059, 6.129], [3.209, 7.383, 7.658], [4.943, 7.290, 7.224], [3.624, 3.953, 6.358], [5.050, 4.064, 8.373], [3.328, 4.156, 8.802], [4.313, 5.634, 8.758], [3.232, -4.503, 5.357], [2.715, -3.110, 5.601], [1.630, -2.736, 5.178], [3.498, -2.259, 6.316], [4.802, -2.514, 6.893], [2.502, -5.062, 4.776], [4.167, -4.464, 4.794], [3.386, -5.018, 6.308], [3.087, -1.345, 6.438], [4.742, -2.354, 7.972], [5.515, -1.804, 6.469], [5.144, -3.526, 6.698], [-5.666, -1.071, 3.479], [-6.108, -2.058, 2.432], [-5.648, -2.041, 1.299], [-7.043, -2.985, 2.777], [-7.697, -3.161, 4.057], [-4.921, -0.406, 3.054], [-6.516, -0.471, 3.813], [-5.217, -1.593, 4.325], [-7.285, -3.609, 2.023], [-7.485, -4.169, 4.421], [-8.775, -3.056, 3.915], [-7.360, -2.436, 4.792], [-4.691, -1.016, -7.628], [-5.292, -2.396, -7.664], [-5.790, -2.912, -6.673], [-5.268, -3.071, -8.844], [-4.727, -2.633, -10.115], [-4.786, -0.608, -6.622], [-3.631, -1.060, -7.885], [-5.220, -0.357, -8.319], [-5.687, -3.987, -8.790], [-5.529, -2.641, -10.856], [-3.952, -3.338, -10.425], [-4.302, -1.636, -10.056], [6.264, -7.760, 4.796], [5.894, -6.879, 3.631], [6.091, -5.672, 3.641], [5.325, -7.467, 2.546], [5.014, -8.868, 2.346], [6.705, -7.150, 5.582], [5.373, -8.248, 5.195], [6.996, -8.507, 4.485], [5.105, -6.815, 1.807], [5.551, -9.222, 1.464], [3.941, -8.964, 2.169], [5.292, -9.475, 3.203]],
  "mulliken_charge": [-0.600, -0.237, -0.584, 0.196, 0.116, -0.630, 1.296, -1.525, -0.545, 0.214, -0.405, -0.386, -0.417, -0.267, 0.661, -0.598, -0.751, 0.182, -0.797, -0.268, -0.398, 0.002, -0.419, 0.457, -0.451, 0.321, -0.754, -0.799, -0.226, -0.916, 1.085, -0.635, -0.606, -0.037, -0.148, -0.311, 0.429, 0.566, -0.384, -0.311, 0.048, 0.106, 0.303, 0.424, -0.043, 0.488, 0.187, -0.188, -0.264, 0.523, 0.256, 0.462, 0.192, 0.563, 0.333, -0.364, 0.209, 0.188, 0.249, 0.230, 0.104, 0.042, 0.281, 0.209, 0.438, 0.522, -0.233, 0.407, 0.071, 0.139, 0.316, 0.308, 0.259, 0.533, 0.194, 0.384, 0.465, 0.437, 0.214, -1.368, 0.891, -0.607, -0.048, -0.908, 0.276, 0.377, 0.369, 0.111, 0.283, 0.298, 0.350, -1.547, 0.905, -0.635, -0.010, -0.984, 0.292, 0.400, 0.390, 0.178, 0.312, 0.293, 0.371, -1.593, 1.073, -0.635, 0.111, -1.007, 0.331, 0.389, 0.380, 0.005, 0.311, 0.252, 0.415, -1.412, 0.902, -0.650, -0.097, -0.893, 0.301, 0.361, 0.372, 0.156, 0.291, 0.285, 0.353, -1.297, 0.750, -0.651, -0.130, -0.880, 0.364, 0.285, 0.435, 0.239, 0.305, 0.288, 0.317, -0.671, 0.670, -0.623, -0.203, -0.874, -0.340, 0.390, 0.370, 0.259, 0.285, 0.283, 0.339, -1.050, 0.737, -0.690, -0.158, -0.825, 0.092, 0.426, 0.328, 0.244, 0.278, 0.283, 0.320, -1.380, 0.854, -0.659, -0.125, -0.832, 0.284, 0.366, 0.428, 0.184, 0.288, 0.280, 0.315],
  "orbital_gap_ev": 7.00,
  "homo_energy_ev": -7.47,
  "relative_energy_ev": 0.000,
  "smiles": "CCCCNc1c(CCCCCOC)c(OCCC)c2nc(OC#N)c(CCCCS(=O)(=O)Cl)nc2c1P(O)Cl.CNC(C)=O.CNC(C)=O.CNC(C)=O.CNC(C)=O.CNC(C)=O.CNC(C)=O.CNC(C)=O.CNC(C)=O"
}